1.
C20H19N3ReS5 | ωB97M-V/def2-TZVPD

- electronic energy (hartree) = -3006.46038
- 2S+1 = 2
- net charge = +2
- F_max (eV/A) = 1.65
- energy relative to the best compared isomer or geometry (same formula, charge and spin) (kcal per mole) = 6.6
- frontier orbital gap (alpha / beta) (eV) = 6.292 / 6.256
- HOMO (alpha / beta) (eV) = -13.30 / -12.93

Element x y z (Å)
H  0.145  3.997  3.181
C  2.979  -3.763  1.112
S  0.821  2.531  0.840
N  -3.701  0.012  -0.740
C  0.739  2.045  2.534
S  1.689  -0.342  1.680
H  4.660  -4.921  0.498
H  -2.480  3.024  -3.612
C  1.053  0.743  2.945
N  -0.417  0.941  -1.965
C  0.920  -0.940  -2.753
C  0.323  2.624  4.822
H  -4.035  0.959  2.319
C  -1.764  2.232  -3.467
H  -1.245  3.449  -0.736
H  3.122  -3.953  2.166
H  1.944  -0.604  -2.556
C  3.639  -4.059  -1.176
H  -0.032  -0.111  -5.148
C  0.377  2.988  3.490
C  -3.481  0.663  0.391
H  1.279  -0.614  4.593
C  1.916  -2.975  0.696
C  -1.937  2.651  -1.025
H  4.294  -4.494  -1.914
H  -2.887  3.110  -1.296
H  2.430  -3.100  -2.652
S  0.308  -1.764  -1.207
S  -2.165  1.798  0.590
H  -3.088  0.114  -1.532
C  2.583  -3.269  -1.597
H  0.580  1.055  6.258
H  -4.426  -0.689  -0.808
C  1.013  0.384  4.281
N  -4.191  0.419  1.480
C  -1.348  1.897  -2.184
H  0.056  3.366  5.556
C  1.722  -2.716  -0.663
H  -1.552  1.809  -5.567
C  3.839  -4.305  0.172
H  -4.904  -0.297  1.517
C  -1.256  1.551  -4.563
S  0.831  -2.268  1.932
C  0.626  1.328  5.218
C  0.015  0.221  -3.036
C  -0.389  0.494  -4.331
Re  0.482  0.428  -0.161
H  0.910  -1.648  -3.582

---

2.
C20H19N5O2 | ωB97M-V/def2-TZVPD

- electronic energy (hartree) = -1197.85767
- SMILES = COCCNC(=O)c1c(N)n(-c2ccccc2)c2nc3ccccc3nc12
- net charge = 0
- F_max (eV/A) = 1.36
- energy relative to the best compared isomer or geometry (same formula, charge and spin) (kcal per mole) = 16.8
- frontier orbital gap (eV) = 7.850
- HOMO (eV) = -7.77

Element x y z (Å)
H  6.056  -0.019  0.629
C  -1.889  -1.695  0.801
C  2.960  -1.136  -0.116
C  0.578  -1.706  0.354
C  1.075  0.451  0.105
C  -0.491  2.593  0.170
C  3.302  -2.228  -0.908
N  -2.933  -0.853  0.933
H  -5.135  0.315  -0.049
H  -4.259  -2.397  1.087
C  -5.569  -0.906  -2.308
H  1.206  6.038  -0.351
H  -0.170  -3.483  0.720
N  1.609  -0.820  0.117
H  -4.677  -0.970  2.080
C  0.917  2.677  -0.047
H  -6.245  -1.054  0.231
H  3.681  0.523  1.022
N  -1.123  1.410  0.358
C  -4.286  -1.305  1.111
H  -6.629  -1.162  -2.182
C  -0.637  4.992  0.008
C  5.628  -1.742  -0.566
C  4.635  -2.529  -1.123
N  1.708  1.571  -0.074
C  3.957  -0.336  0.433
O  -1.959  -2.912  0.975
C  -0.632  -1.031  0.485
H  1.595  -3.466  0.626
C  -5.200  -0.785  0.004
O  -4.804  -1.351  -1.221
H  4.896  -3.378  -1.738
H  -5.484  0.181  -2.437
H  2.578  3.973  -0.398
H  -1.222  5.900  0.025
H  -2.310  3.702  0.359
H  -5.177  -1.407  -3.191
H  2.529  -2.820  -1.376
C  0.747  5.072  -0.207
C  1.512  3.937  -0.233
C  -0.349  0.348  0.323
C  5.285  -0.642  0.202
H  6.667  -1.981  -0.738
C  -1.246  3.782  0.193
H  -2.763  0.126  0.734
N  0.706  -3.038  0.434

---

Question: The highest energy relative to the best compared isomer or geometry (same formula, charge and spin) belongs to which entry?
Answer: C20H19N5O2

---

Copy entry 2 word for word.
C20H19N5O2 | ωB97M-V/def2-TZVPD

- electronic energy (hartree) = -1197.85767
- SMILES = COCCNC(=O)c1c(N)n(-c2ccccc2)c2nc3ccccc3nc12
- net charge = 0
- F_max (eV/A) = 1.36
- energy relative to the best compared isomer or geometry (same formula, charge and spin) (kcal per mole) = 16.8
- frontier orbital gap (eV) = 7.850
- HOMO (eV) = -7.77

Element x y z (Å)
H  6.056  -0.019  0.629
C  -1.889  -1.695  0.801
C  2.960  -1.136  -0.116
C  0.578  -1.706  0.354
C  1.075  0.451  0.105
C  -0.491  2.593  0.170
C  3.302  -2.228  -0.908
N  -2.933  -0.853  0.933
H  -5.135  0.315  -0.049
H  -4.259  -2.397  1.087
C  -5.569  -0.906  -2.308
H  1.206  6.038  -0.351
H  -0.170  -3.483  0.720
N  1.609  -0.820  0.117
H  -4.677  -0.970  2.080
C  0.917  2.677  -0.047
H  -6.245  -1.054  0.231
H  3.681  0.523  1.022
N  -1.123  1.410  0.358
C  -4.286  -1.305  1.111
H  -6.629  -1.162  -2.182
C  -0.637  4.992  0.008
C  5.628  -1.742  -0.566
C  4.635  -2.529  -1.123
N  1.708  1.571  -0.074
C  3.957  -0.336  0.433
O  -1.959  -2.912  0.975
C  -0.632  -1.031  0.485
H  1.595  -3.466  0.626
C  -5.200  -0.785  0.004
O  -4.804  -1.351  -1.221
H  4.896  -3.378  -1.738
H  -5.484  0.181  -2.437
H  2.578  3.973  -0.398
H  -1.222  5.900  0.025
H  -2.310  3.702  0.359
H  -5.177  -1.407  -3.191
H  2.529  -2.820  -1.376
C  0.747  5.072  -0.207
C  1.512  3.937  -0.233
C  -0.349  0.348  0.323
C  5.285  -0.642  0.202
H  6.667  -1.981  -0.738
C  -1.246  3.782  0.193
H  -2.763  0.126  0.734
N  0.706  -3.038  0.434

---

Question: Which of these has the highest electronic energy?
Answer: C20H19N5O2